{
  "formula": "C43H38CuN4P2",
  "method": "the ωB97M-V functional and the def2-TZVPD basis",
  "total_charge": 1,
  "fmax_ev_per_a": 2.25,
  "gap_ha": 0.2698,
  "elements": ["Cu", "C", "C", "C", "C", "C", "C", "N", "N", "C", "C", "C", "C", "C", "N", "H", "H", "H", "H", "H", "H", "H", "H", "H", "C", "N", "C", "P", "C", "C", "C", "C", "C", "C", "C", "C", "C", "C", "C", "C", "C", "C", "C", "C", "C", "C", "P", "C", "C", "C", "C", "C", "C", "C", "C", "C", "C", "C", "C", "H", "H", "H", "H", "H", "H", "H", "H", "H", "H", "H", "H", "H", "H", "H", "H", "H", "H", "H", "H", "H", "H", "H", "H", "H", "H", "H", "H", "H"],
  "xyz": [[-10.9329, -12.7764, 12.3473], [-13.2667, -10.1161, 18.4299], [-14.2300, -10.1899, 17.4391], [-14.0183, -10.9425, 16.3196], [-12.8563, -11.7411, 16.2636], [-11.9050, -11.6870, 17.2757], [-12.0626, -10.8436, 18.3248], [-12.7854, -12.7155, 15.2155], [-13.3858, -12.3333, 14.1809], [-13.6402, -13.4171, 13.3235], [-14.8391, -14.1238, 13.3796], [-15.0535, -15.2010, 12.5747], [-14.1023, -15.4665, 11.6280], [-12.9636, -14.7262, 11.5790], [-12.7276, -13.7239, 12.3964], [-13.4070, -9.5523, 19.3068], [-15.1342, -9.6394, 17.6027], [-14.7468, -11.0485, 15.4987], [-11.0565, -12.3710, 17.1810], [-11.2815, -10.6716, 19.0343], [-15.5634, -13.8048, 14.1135], [-15.9453, -15.8220, 12.5913], [-14.1657, -16.2963, 10.9478], [-12.1625, -14.8935, 10.8773], [-7.9862, -11.0157, 12.0505], [-7.5543, -12.0411, 11.1693], [-8.4010, -12.1984, 9.9784], [-9.8865, -13.3111, 10.2617], [-9.3002, -15.0146, 10.2862], [-9.6050, -15.9567, 9.3066], [-9.2538, -17.2896, 9.4593], [-8.6138, -17.7344, 10.6280], [-8.3428, -16.7954, 11.5979], [-8.6629, -15.4661, 11.4115], [-10.8217, -13.1046, 8.7230], [-12.0605, -12.4782, 8.8813], [-12.8207, -12.0917, 7.7620], [-12.3608, -12.3842, 6.4950], [-11.1054, -12.9903, 6.3257], [-10.3217, -13.3177, 7.4256], [-6.1932, -12.4047, 11.0282], [-5.0766, -11.7347, 11.4825], [-3.7926, -12.1545, 11.2064], [-3.6183, -13.2864, 10.4388], [-4.6990, -14.0225, 10.0006], [-5.9636, -13.6017, 10.3399], [-9.4701, -11.3581, 13.1547], [-10.0783, -9.6350, 13.3167], [-10.2319, -8.8833, 12.1523], [-10.5838, -7.5344, 12.2247], [-10.7532, -6.9119, 13.4341], [-10.6444, -7.6419, 14.6191], [-10.3221, -9.0073, 14.5553], [-8.6569, -11.6510, 14.7733], [-8.7646, -12.8957, 15.3552], [-8.1896, -13.1756, 16.5888], [-7.3999, -12.2422, 17.2326], [-7.2439, -10.9777, 16.6381], [-7.8683, -10.7047, 15.4478], [-8.1315, -10.0832, 11.5065], [-7.1506, -10.7876, 12.7218], [-7.7808, -12.5680, 9.1545], [-8.8257, -11.2731, 9.6537], [-10.1475, -15.6612, 8.3916], [-9.4928, -17.9696, 8.6444], [-8.3744, -18.7711, 10.7560], [-7.8782, -17.0833, 12.5143], [-8.3455, -14.7550, 12.1652], [-12.4590, -12.3063, 9.8599], [-13.7813, -11.6229, 7.9511], [-13.0036, -12.2353, 5.6436], [-10.8484, -13.2865, 5.3227], [-9.3317, -13.7516, 7.2912], [-5.2120, -10.8567, 12.1073], [-2.9252, -11.6342, 11.5898], [-2.6278, -13.5708, 10.0979], [-4.5399, -14.8972, 9.3948], [-6.7974, -14.1710, 10.0389], [-10.1042, -9.3636, 11.1580], [-10.7675, -6.9470, 11.3385], [-10.9679, -5.8416, 13.5289], [-10.8682, -7.1685, 15.5732], [-10.2478, -9.5793, 15.4636], [-9.3595, -13.6552, 14.8469], [-8.2936, -14.1806, 17.0011], [-6.8806, -12.4610, 18.1410], [-6.5825, -10.2328, 17.0720], [-7.6883, -9.7628, 14.9905]],
  "atomic_forces_ev_per_a": [[0.0, -0.3, -0.6], [1.3, -1.1, -0.6], [0.0, 0.6, 0.8], [0.3, -1.1, -0.8], [-0.9, 0.6, -0.3], [0.7, -1.6, -1.4], [-1.2, 1.4, 0.4], [-0.5, 0.7, -0.3], [0.2, -0.5, 1.2], [0.1, -1.0, -1.5], [-0.1, 1.1, 1.5], [-0.5, -0.3, -0.6], [0.4, -1.2, -0.8], [0.6, 0.0, -0.6], [0.5, 1.4, 1.4], [-0.4, 0.8, 0.8], [-0.4, 0.2, -0.2], [0.4, 0.2, 0.7], [-0.1, 0.4, 0.1], [0.2, -0.3, 0.5], [-0.1, -0.1, 0.1], [0.0, 0.3, 0.3], [-0.3, -0.2, -0.1], [-0.1, -0.4, -0.3], [0.9, 0.6, 0.4], [-0.6, -0.6, -0.5], [0.6, -1.3, 0.3], [0.1, 0.3, -0.1], [-0.4, -0.2, -0.7], [-0.5, 0.0, -0.9], [0.2, -0.3, 0.1], [-0.7, 0.6, -1.0], [0.1, -0.1, 0.0], [0.6, 0.2, 1.0], [-0.1, 0.7, -0.1], [0.0, 0.0, -1.2], [0.2, -0.3, 0.9], [0.3, -0.4, 0.2], [-0.7, -0.1, 0.3], [-0.1, 0.1, 0.0], [-0.1, -1.2, -0.6], [-0.5, 1.3, 1.1], [0.1, -0.6, -0.1], [1.0, -0.1, -0.6], [-0.1, 0.3, 0.2], [0.3, 0.4, -0.1], [0.6, 0.9, 0.8], [0.1, 0.5, 0.3], [-0.3, -0.1, -0.6], [0.0, -0.2, -0.6], [0.0, 0.4, 1.3], [-0.1, -0.8, -0.3], [-0.1, 0.5, -0.5], [0.2, 0.1, 0.1], [-0.8, -0.4, -0.1], [0.4, -0.7, 0.2], [-0.2, 0.8, -0.7], [0.2, -0.6, 0.4], [-0.1, -0.3, -0.6], [-0.4, 0.2, -0.1], [-0.3, -0.1, 0.2], [-0.3, 0.0, 0.1], [-0.3, 1.0, -0.1], [0.4, -0.2, 0.6], [0.1, 0.0, 0.3], [0.1, -0.3, 0.1], [0.3, -0.2, 0.4], [-0.2, 0.1, 0.2], [-0.1, 0.1, 0.5], [0.1, 0.0, -0.3], [0.0, 0.3, -0.2], [0.5, 0.1, -0.1], [-0.2, 0.0, 0.0], [0.1, 0.1, -0.1], [-0.1, 0.2, 0.0], [0.0, 0.0, 0.3], [-0.1, -0.2, 0.0], [-0.8, -0.7, -0.3], [-0.1, 0.5, 0.8], [0.2, -0.1, -0.3], [0.0, -0.4, -0.4], [0.2, -0.1, -0.2], [0.0, -0.1, 0.2], [0.1, 0.0, 0.2], [0.0, 0.3, 0.0], [0.1, -0.2, 0.4], [-0.2, -0.1, 0.1], [0.0, 0.8, -0.3]]
}

{
  "formula": "C43H39CrFN3O3S2",
  "method": "the ωB97M-V functional and the def2-TZVPD basis",
  "total_charge": 0,
  "fmax_ev_per_a": 1.39,
  "gap_ha": [0.2442, 0.2445],
  "e_above_lowest_kcal_mol": 45.61,
  "spin_multiplicity": 2,
  "elements": ["Cr", "C", "C", "C", "C", "C", "C", "C", "C", "C", "C", "C", "C", "N", "C", "C", "C", "C", "C", "C", "F", "H", "H", "H", "H", "H", "H", "H", "H", "H", "H", "H", "H", "H", "H", "H", "H", "H", "H", "H", "H", "H", "O", "S", "O", "N", "C", "C", "C", "C", "C", "C", "C", "C", "N", "C", "C", "C", "C", "C", "C", "C", "H", "H", "H", "H", "H", "H", "H", "H", "H", "H", "H", "C", "C", "O", "S", "C", "C", "C", "C", "C", "C", "C", "C", "H", "H", "H", "H", "H", "H", "H"],
  "xyz": [[0.2693, 0.5522, 0.6607], [0.4850, 3.9996, -0.2358], [1.9188, 4.4948, -0.1315], [2.1711, 5.1207, 1.2458], [2.9910, 3.4727, -0.5226], [3.9048, 3.9493, -1.4681], [5.0289, 3.2413, -1.8360], [5.2743, 2.0457, -1.1942], [4.4001, 1.5084, -0.2442], [5.0092, 0.2559, 0.4160], [5.7227, 0.5320, 1.7483], [4.1020, -0.9422, 0.5586], [3.1745, 2.1886, 0.0387], [2.1739, 1.6367, 0.9309], [2.4439, 1.8185, 2.2729], [3.3970, 2.6833, 2.8491], [3.5383, 2.8055, 4.2216], [2.7618, 2.0633, 5.1078], [1.8366, 1.1730, 4.5806], [1.7364, 1.0948, 3.2189], [0.8418, 0.1805, 2.6730], [-0.2193, 4.8357, -0.2179], [0.2478, 3.3509, 0.6057], [0.3245, 3.4506, -1.1645], [2.0288, 5.3018, -0.8557], [1.8863, 4.4380, 2.0476], [1.5693, 6.0279, 1.3496], [3.2204, 5.3932, 1.3811], [3.7251, 4.9215, -1.9119], [5.7169, 3.6294, -2.5779], [6.1905, 1.5086, -1.4149], [5.7950, -0.0439, -0.2768], [5.0238, 0.5799, 2.5800], [6.2798, 1.4708, 1.7174], [6.4310, -0.2765, 1.9529], [3.2721, -0.7081, 1.2206], [4.6568, -1.7895, 0.9771], [3.7120, -1.2357, -0.4166], [4.0287, 3.2613, 2.1877], [4.2780, 3.4960, 4.6106], [2.8736, 2.1683, 6.1783], [1.2099, 0.5474, 5.2054], [-1.9283, 3.1940, -1.2124], [-1.7460, 2.0191, -0.4176], [-1.2482, 2.1356, 0.9688], [-0.5754, 1.0601, -0.9696], [-0.5039, 0.1862, -2.0573], [-1.1197, 0.2958, -3.2690], [-0.9248, -0.7068, -4.2493], [-0.1516, -1.8016, -4.0001], [0.4688, -1.9534, -2.7339], [1.1839, -3.1044, -2.3351], [1.5998, -3.2188, -1.0428], [1.3821, -2.1537, -0.1478], [0.8342, -1.0222, -0.5087], [0.3139, -0.9395, -1.7805], [-3.3754, 1.3295, -0.3121], [-4.1810, 1.3819, -1.4441], [-5.5291, 1.0804, -1.3278], [-6.0646, 0.7689, -0.0853], [-5.2531, 0.7371, 1.0430], [-3.8982, 1.0130, 0.9368], [-1.7506, 1.1533, -3.4713], [-1.4077, -0.6012, -5.2123], [-0.0216, -2.5715, -4.7524], [1.3610, -3.8983, -3.0522], [2.1045, -4.1078, -0.6876], [1.6793, -2.2370, 0.8878], [-3.7657, 1.6879, -2.3949], [-6.1657, 1.1168, -2.2029], [-7.1232, 0.5571, 0.0062], [-5.6762, 0.5007, 2.0113], [-3.2536, 1.0147, 1.8033], [-5.9354, -7.1660, 0.2644], [-6.4093, -6.2623, -0.8411], [-7.5008, -5.7879, -0.9143], [-5.1417, -5.9354, -2.1636], [-4.2418, -4.7083, -1.2343], [-4.8576, -3.5251, -0.8357], [-4.1313, -2.5518, -0.1678], [-2.7711, -2.7248, 0.0884], [-2.1688, -3.9298, -0.2892], [-2.8967, -4.9157, -0.9382], [-1.9554, -1.6714, 0.6371], [-1.1839, -0.7952, 0.9809], [-6.6399, -7.1617, 1.0940], [-4.9420, -6.8626, 0.5946], [-5.8500, -8.1768, -0.1423], [-5.9077, -3.3689, -1.0523], [-4.6169, -1.6408, 0.1484], [-1.1207, -4.0857, -0.0625], [-2.4255, -5.8481, -1.2250]],
  "atomic_forces_ev_per_a": [[0.8, 1.1, 0.1], [0.6, 0.3, 0.1], [-0.1, -0.2, 0.1], [-0.1, 0.0, 0.0], [0.0, 0.2, -0.1], [0.0, 0.0, 0.0], [-0.1, 0.0, 0.1], [-0.1, 0.1, 0.1], [0.0, -0.1, 0.0], [-0.1, 0.2, 0.1], [0.0, 0.1, -0.1], [-0.1, -0.1, 0.0], [0.2, -0.2, 0.1], [-0.6, -0.6, 0.1], [0.3, 0.1, 0.0], [0.1, -0.1, -0.1], [0.0, -0.1, 0.1], [0.0, 0.1, -0.1], [0.0, -0.1, 0.2], [-0.1, -0.1, 0.0], [-0.3, -0.2, 0.1], [0.1, 0.0, 0.0], [0.3, 0.5, -0.3], [0.2, 0.2, 0.1], [0.1, 0.0, -0.1], [0.0, 0.1, -0.1], [0.0, 0.0, 0.0], [0.0, 0.0, 0.0], [0.0, 0.0, 0.0], [0.0, 0.0, 0.0], [-0.1, 0.0, 0.0], [0.0, 0.0, 0.0], [-0.1, 0.1, 0.1], [0.0, 0.0, 0.0], [-0.1, 0.0, 0.0], [-0.1, -0.1, 0.1], [-0.1, 0.1, 0.0], [0.0, 0.0, 0.0], [0.0, 0.0, 0.0], [0.0, 0.0, 0.0], [0.0, 0.0, 0.0], [0.0, 0.0, -0.1], [-0.3, -0.1, -0.1], [-0.1, 0.2, 0.1], [-0.5, -0.5, 0.1], [0.1, -0.4, -0.1], [-0.1, 0.3, 0.3], [-0.1, 0.0, -0.2], [-0.1, 0.1, 0.0], [0.1, -0.1, 0.0], [0.0, 0.0, 0.0], [0.0, -0.1, -0.1], [0.1, -0.1, 0.1], [0.2, 0.0, 0.0], [-0.1, -0.2, -0.6], [0.1, 0.0, 0.2], [0.0, 0.0, 0.1], [0.0, -0.1, 0.0], [0.0, 0.0, 0.0], [0.0, 0.0, 0.1], [0.0, 0.0, 0.0], [0.1, 0.0, -0.1], [0.1, 0.0, -0.1], [0.0, 0.0, 0.0], [0.0, 0.0, 0.1], [0.0, 0.0, 0.0], [0.0, 0.0, 0.0], [0.0, 0.0, 0.0], [0.0, 0.0, 0.0], [0.0, 0.0, 0.0], [0.0, 0.0, 0.0], [0.0, 0.0, 0.0], [0.0, 0.0, 0.0], [0.0, 0.0, 0.0], [0.1, 0.0, 0.0], [0.0, -0.1, 0.0], [-0.2, 0.0, 0.2], [0.1, -0.1, 0.0], [0.0, 0.0, 0.0], [-0.1, 0.0, 0.0], [0.2, 0.1, 0.0], [0.0, -0.1, 0.0], [0.0, 0.1, 0.0], [-0.2, -0.2, 0.2], [0.0, -0.3, 0.0], [0.0, 0.0, 0.0], [0.0, 0.0, 0.0], [0.0, 0.0, 0.0], [0.0, 0.0, 0.0], [0.0, 0.1, -0.1], [0.0, 0.0, -0.1], [0.0, 0.0, 0.0]]
}